Record 1
The following is a DFT calculation (ωB97M-V/def2-TZVPD) of the molecule C4H8O3 in a non-equilibrium geometry.

```
15
Properties=species:S:1:pos:R:3:forces:R:3:mulliken_charge:R:1
C -1.6683 0.7867 0.3382 1.200 -1.042 -0.131 -1.15
C -0.5040 -0.1715 0.7374 -0.106 2.781 -0.430 0.03
O -0.6687 -1.4520 0.2589 -0.840 -1.294 -0.601 -0.46
C 0.4576 -1.4146 -0.5989 0.848 2.503 2.059 -0.75
C 0.8525 0.0725 -0.0933 -3.731 -1.613 -1.062 0.85
O 1.8523 0.2161 0.7720 2.599 -0.486 0.924 -0.53
O 1.0399 0.9795 -1.1173 -0.474 0.996 -1.031 -0.58
H -2.5492 0.7924 1.0148 0.754 0.026 -0.336 0.34
H -1.9668 0.3145 -0.6469 0.090 1.387 0.737 0.28
H -1.1220 1.7709 0.3296 -1.272 -0.484 -0.421 0.24
H -0.2472 -0.1481 1.7814 -0.060 0.057 0.661 0.40
H 0.2873 -1.6023 -1.6080 -0.420 -0.216 -1.717 0.34
H 1.1989 -1.9651 -0.1477 1.848 -2.187 0.366 0.33
H 2.6960 0.1861 0.2687 -0.583 0.149 0.515 0.34
H 0.3416 1.6349 -1.2888 0.146 -0.579 0.467 0.32
```
Forces are in eV/Å.

Record 2
The following is a DFT calculation (ωB97M-V/def2-TZVPD) of the molecule C9H11N3 in a non-equilibrium geometry.

```
23
Properties=species:S:1:pos:R:3:forces:R:3:mulliken_charge:R:1
N 0.7465 -4.3055 -1.6471 0.157 -0.430 0.188 -0.48
C -0.0897 -3.6664 -1.1915 0.833 0.243 -0.133 0.18
C -1.1312 -2.7271 -0.8572 -0.998 0.649 0.144 -0.23
C -1.4031 -2.4435 0.6897 1.124 -3.069 -1.130 -0.64
C -0.3035 -1.6708 1.3738 1.184 0.995 0.529 -0.73
C -0.0908 -0.2415 0.9178 -0.891 2.883 -1.993 0.35
N 0.5821 -0.0388 -0.2758 -0.040 -0.074 0.749 -0.46
C 0.8072 1.1839 -0.8106 -2.373 1.048 4.178 -0.53
C 0.2275 2.3075 -0.1296 -0.143 -0.016 0.359 -0.21
C -0.5595 2.2267 1.0365 -0.090 -1.806 -2.190 -0.73
C -0.7496 0.9185 1.5640 2.084 -0.030 0.563 0.75
N -1.2284 0.8732 2.8589 -1.056 -0.358 1.373 -0.44
H -2.0161 -3.2110 -1.4017 0.708 1.262 0.949 0.30
H -0.8153 -1.7315 -1.3168 -0.664 -1.319 0.344 0.16
H -1.5528 -3.4353 1.2653 0.176 1.437 -1.045 0.29
H -2.3207 -1.9396 0.6804 -1.345 0.960 0.379 0.38
H 0.7079 -2.1277 1.3153 -0.778 -0.215 -0.149 0.31
H -0.5529 -1.6389 2.4370 0.117 -0.105 0.067 0.32
H 1.4615 1.4581 -1.5923 0.612 -0.862 -1.073 0.39
H 0.4089 3.3349 -0.4336 0.100 -0.221 -0.593 0.32
H -1.2049 3.0770 1.3182 0.825 -0.471 0.370 0.34
H -1.3573 -0.0239 3.3466 0.093 1.064 -0.551 0.17
H -1.4009 1.7370 3.4338 0.365 -1.565 -1.336 0.20
```
Forces are in eV/Å.

Record 3
The following is a DFT calculation (ωB97M-V/def2-TZVPD) of a cluster of 5 separate species, C28H53N2O5S in total.

```
89
Properties=species:S:1:pos:R:3:forces:R:3:mulliken_charge:R:1
C 0.4754 0.3985 -0.6352 -0.481 -0.622 -0.156 -0.74
C -0.3660 -0.2338 -1.7390 -0.302 -0.167 0.599 -0.11
C -0.2701 -1.7560 -1.5096 0.047 0.561 -0.470 -0.34
C -0.5972 -2.6176 -2.7404 0.003 0.307 0.267 -0.17
S -1.6037 -4.1363 -2.5084 0.245 -0.385 0.015 -0.30
C -3.0370 -3.6131 -1.6665 0.068 0.214 -0.422 0.39
N -4.2429 -3.5081 -2.1215 0.371 -0.275 -0.682 -0.28
N -5.0279 -3.1026 -1.0804 -0.668 0.184 0.374 -0.42
C -4.2542 -2.9795 -0.0661 0.048 -0.140 -0.362 0.01
O -2.9850 -3.3136 -0.3513 0.218 0.259 0.691 -0.16
C -1.7840 0.1521 -1.6167 0.726 0.226 -0.093 0.13
C -2.3037 0.8229 -0.4906 0.042 0.163 0.094 0.34
C -3.6387 1.1646 -0.3899 -0.191 0.103 0.290 -0.48
C -4.5402 0.8423 -1.3811 -0.375 0.164 0.135 -0.56
C -4.0644 0.1817 -2.4993 -0.132 -0.082 -0.189 -0.74
C -2.7301 -0.1321 -2.6137 -0.240 -0.444 -0.295 -0.19
H 0.3704 1.4816 -0.6054 0.209 0.138 -0.010 0.48
H 1.5197 0.1085 -0.7388 0.181 0.211 -0.055 0.43
H 0.1613 0.0143 0.3673 0.105 0.123 0.173 -0.48
H 0.7576 -1.9766 -1.2163 0.068 -0.139 0.081 0.40
H -0.9005 -2.0147 -0.6476 -0.076 -0.313 0.120 -0.23
H -1.0632 -2.0503 -3.5310 -0.144 0.160 0.014 0.21
H 0.3507 -2.9675 -3.1446 -0.088 -0.411 -0.205 0.11
H -4.5217 -2.6522 0.9162 0.109 0.069 0.248 0.44
H -1.6631 1.0894 0.3339 0.205 0.005 0.084 -0.13
H -4.0035 1.6753 0.4951 0.081 0.076 0.106 0.37
H -5.5825 1.1046 -1.2700 -0.131 -0.001 -0.088 0.34
H -4.7376 -0.0837 -3.3027 -0.094 -0.042 -0.083 0.34
H -2.4249 -0.6192 -3.5275 0.210 0.034 -0.087 0.40
C 5.2276 0.3853 1.2108 -0.036 -0.067 0.045 -1.09
C 4.4130 1.6641 1.1063 0.113 0.021 0.049 -0.38
O 3.0466 1.4972 1.4069 -0.046 0.205 -0.213 -0.24
C 2.7237 1.0229 2.6901 -0.147 -0.153 0.133 0.46
C 3.1881 1.9100 3.8330 0.075 0.106 -0.016 -1.21
H 4.8092 -0.3836 0.5603 -0.002 0.010 -0.017 0.28
H 6.2601 0.5734 0.9120 -0.003 0.009 -0.021 0.39
H 5.2424 -0.0091 2.2284 0.038 0.039 0.011 0.27
H 4.4350 2.0261 0.0782 -0.052 0.005 -0.006 0.34
H 4.8537 2.4544 1.7294 0.020 -0.049 0.042 0.32
H 3.0826 -0.0055 2.8278 0.054 0.017 0.020 0.48
H 1.6333 0.9747 2.6949 0.007 -0.007 -0.044 -0.60
H 4.2750 1.9925 3.9028 -0.003 -0.095 -0.038 0.41
H 2.8269 1.5012 4.7782 -0.032 0.026 0.015 0.38
H 2.7887 2.9183 3.7111 -0.024 -0.002 0.035 0.23
C 4.2535 -4.0375 -6.3443 -0.016 0.064 -0.076 -1.10
C 2.8995 -4.2142 -5.6766 0.017 -0.078 0.017 -0.32
O 1.9493 -3.2309 -6.0295 -0.024 0.068 0.097 -0.39
C 1.6118 -3.1421 -7.3981 -0.021 0.022 -0.095 -0.35
C 1.0148 -4.4155 -7.9743 0.028 -0.079 0.074 -1.03
H 4.6628 -3.0521 -6.1180 0.004 -0.002 0.020 0.31
H 4.9496 -4.7962 -5.9837 -0.001 0.002 0.026 0.39
H 4.1916 -4.1326 -7.4296 0.001 -0.056 0.005 0.27
H 3.0127 -4.1239 -4.5962 -0.041 0.034 0.008 0.31
H 2.5041 -5.2192 -5.8681 0.026 -0.006 -0.047 0.33
H 2.4778 -2.8196 -7.9896 0.018 -0.057 -0.009 0.30
H 0.8774 -2.3390 -7.4565 0.006 0.019 0.058 0.35
H 1.7201 -5.2480 -7.9496 0.025 0.019 -0.049 0.26
H 0.7267 -4.2558 -9.0143 -0.016 0.024 0.002 0.40
H 0.1306 -4.7100 -7.4079 -0.014 0.018 -0.005 0.27
C -2.9610 0.2483 5.5493 0.097 -0.030 0.040 -1.31
C -2.6117 0.4773 4.0878 -0.100 -0.054 -0.077 -0.20
O -1.2257 0.4485 3.8148 0.109 0.006 0.097 -0.09
C -0.5460 -0.7575 4.1108 0.060 -0.103 0.026 -0.12
C -1.0655 -1.9651 3.3560 -0.143 0.029 -0.101 -1.04
H -2.4610 0.9849 6.1811 -0.013 0.014 -0.002 0.30
H -4.0384 0.3385 5.6937 -0.008 0.023 -0.011 0.40
H -2.6618 -0.7434 5.8920 -0.043 -0.024 -0.025 0.30
H -2.9399 1.4726 3.7859 0.043 0.012 -0.033 0.34
H -3.1438 -0.2337 3.4457 0.009 -0.024 0.030 0.18
H -0.5449 -0.9444 5.1926 -0.056 -0.007 0.006 0.34
H 0.4905 -0.5765 3.8228 -0.021 0.048 0.001 0.00
H -2.0982 -2.1965 3.6247 0.014 -0.044 0.020 0.28
H -0.4587 -2.8420 3.5861 0.032 0.009 0.001 0.49
H -1.0243 -1.7847 2.2802 -0.003 -0.013 0.002 0.08
C -0.5669 3.3521 3.1751 -0.150 0.248 -0.023 -0.49
C 0.4574 4.2951 2.5788 0.124 -0.098 -0.024 -0.46
O -0.0783 5.3141 1.7483 0.085 0.037 -0.056 -0.44
C -0.9855 6.2008 2.3646 -0.100 -0.012 0.008 -0.30
C -0.4022 6.9778 3.5346 0.080 -0.043 0.029 -1.03
H -1.1452 2.8745 2.3838 0.037 -0.072 0.000 0.15
H -0.0639 2.5756 3.7466 -0.020 -0.056 -0.020 0.25
H -1.2673 3.8584 3.8453 0.059 0.019 0.044 0.39
H 1.1202 3.7136 1.9360 0.018 0.110 -0.091 0.05
H 1.0844 4.7403 3.3628 -0.042 0.004 0.037 0.28
H -1.8945 5.6703 2.6725 0.019 -0.011 0.059 0.27
H -1.2824 6.8977 1.5797 0.014 -0.024 -0.034 0.38
H -0.1044 6.3212 4.3531 -0.054 -0.004 0.017 0.25
H -1.1413 7.6798 3.9240 -0.008 0.013 -0.024 0.39
H 0.4794 7.5379 3.2184 -0.007 0.014 -0.008 0.27
```
Forces are in eV/Å.

* charge: -1

What did we get for frontier orbital gap? Answer: 10.3 8.8 4.4 eV, in the order shown.